1.
Computed, not measured: 10 unconnected molecules or ions with the total composition C40H50N10 at a distorted geometry, with the ωB97M-V functional and the def2-TZVPD basis.

Summary:
**SMILES**: c1cc[nH]c1.c1cc[nH]c1.c1cc[nH]c1.c1cc[nH]c1.c1cc[nH]c1.c1cc[nH]c1.c1cc[nH]c1.c1cc[nH]c1.c1cc[nH]c1.c1cc[nH]c1
**LUMO energy**: 0.5341 eV
**Charge**: 0
**Energy above the lowest of the compared OMol25 structures with the same formula, charge and spin**: 13.112 eV
**Molecular weight**: 670.91 g/mol
**Calculated total energy**: -2101.22086 Eh
**Highest occupied orbital energy**: -7.869 eV

Each line ends with the Löwdin charge.
Element x y z (Å)
N: 17.661 5.958 57.049  0.010
N: 22.835 13.161 56.067  0.008
N: 25.152 9.802 52.507  -0.052
N: 27.815 2.560 58.130  -0.018
N: 22.550 3.742 53.441  -0.017
N: 26.130 8.218 54.930  -0.019
N: 23.929 6.595 56.920  -0.017
N: 22.657 0.496 56.496  -0.062
N: 18.614 9.089 58.506  0.020
N: 23.603 7.593 62.205  0.035
C: 23.147 9.304 53.433  -0.066
C: 27.423 6.658 55.691  -0.073
C: 24.052 13.315 56.792  -0.173
C: 24.224 10.247 53.515  -0.101
C: 26.404 8.661 56.340  -0.090
C: 25.417 8.737 62.779  -0.094
C: 24.882 8.536 52.079  -0.207
C: 24.442 12.139 57.264  -0.109
C: 19.798 9.629 58.953  -0.108
C: 19.622 10.998 58.830  -0.074
C: 22.355 11.891 56.318  -0.124
C: 27.544 1.615 59.069  -0.197
C: 26.872 7.198 54.515  -0.149
C: 27.016 7.602 56.813  -0.152
C: 16.810 6.213 58.061  -0.180
C: 17.485 6.217 59.236  -0.086
C: 23.259 11.188 57.130  -0.026
C: 24.295 8.285 63.178  -0.190
C: 22.571 5.687 58.383  -0.118
C: 23.755 5.441 57.725  -0.117
C: 26.628 2.125 60.046  -0.061
C: 22.957 -0.820 56.212  -0.137
C: 26.233 3.511 59.521  -0.086
C: 20.891 4.524 52.407  -0.099
C: 22.895 7.464 56.933  -0.147
C: 23.648 1.226 57.118  -0.204
C: 17.646 10.074 58.055  -0.088
C: 26.944 3.652 58.376  -0.170
C: 24.262 -0.968 56.758  -0.031
C: 24.528 0.404 57.500  -0.094
C: 21.209 5.547 53.457  -0.099
C: 22.219 4.948 54.160  -0.104
C: 18.925 5.880 58.845  -0.125
C: 23.569 8.191 52.448  -0.057
C: 24.474 7.500 61.077  -0.117
C: 18.957 5.782 57.514  -0.169
C: 25.532 8.277 61.379  -0.090
C: 22.031 6.916 57.833  -0.128
C: 18.274 11.276 58.242  -0.093
C: 21.844 3.545 52.350  -0.165
H: 28.169 0.672 59.072  0.123
H: 21.578 0.699 56.113  0.226
H: 20.842 6.476 53.764  0.066
H: 23.404 3.307 53.679  0.122
H: 23.367 2.238 57.326  0.099
H: 27.040 4.575 57.700  0.110
H: 19.868 5.648 59.506  0.126
H: 24.456 4.545 57.604  0.110
H: 25.346 12.015 57.824  0.082
H: 25.968 10.250 52.061  0.159
H: 27.153 7.404 57.985  0.135
H: 17.077 6.109 60.272  0.108
H: 23.809 8.359 64.109  0.106
H: 25.780 8.153 51.529  0.127
H: 22.797 7.030 62.286  0.118
H: 22.376 -1.456 55.670  0.064
H: 19.819 5.461 56.900  0.119
H: 20.516 9.125 59.337  0.036
H: 18.504 8.091 58.550  0.053
H: 22.211 5.156 59.158  0.047
H: 15.801 6.325 57.958  0.086
H: 21.934 2.707 51.687  0.115
H: 25.353 0.462 58.232  0.075
H: 25.810 4.295 59.932  0.027
H: 25.979 9.441 63.212  0.058
H: 16.647 9.883 57.662  0.099
H: 25.616 8.908 54.252  0.110
H: 20.084 4.393 51.774  0.054
H: 26.338 1.858 61.095  0.094
H: 22.415 9.225 54.251  0.069
H: 22.967 7.071 52.361  0.142
H: 17.935 12.184 57.915  0.049
H: 25.857 9.559 56.637  0.099
H: 24.105 7.035 60.228  0.062
H: 24.805 6.698 56.221  0.167
H: 24.854 -1.841 56.814  0.049
H: 24.280 10.987 54.179  0.044
H: 22.672 5.198 55.228  0.132
H: 26.179 8.346 60.430  0.109
H: 22.428 13.920 55.459  0.168
H: 28.562 2.511 57.329  0.198
H: 23.173 10.305 57.304  -0.048
H: 22.689 8.344 56.290  0.106
H: 17.362 5.811 56.047  0.180
H: 21.080 7.313 58.257  0.066
H: 20.332 11.650 59.145  0.044
H: 26.805 6.749 53.588  0.085
H: 21.587 11.409 55.860  0.077
H: 24.880 14.121 56.634  0.140
H: 27.891 5.786 55.709  0.015

---

2.
Computed, not measured: a molecular structure, C40H51IrN4O4PS2Te at a distorted geometry, with the ωB97M-V functional and the def2-TZVPD basis.

Summary:
**LUMO energy (alpha / beta)**: -1.9659 / -3.7477 eV
**Charge**: +1
**⟨S²⟩**: 6.012
**Energy above the lowest of the compared OMol25 structures with the same formula, charge and spin**: 2.284 eV
**Molecular weight**: 1066.80 g/mol
**Calculated total energy**: -3584.50249 Eh
**Highest occupied orbital energy (alpha / beta)**: -9.745 / -9.761 eV
**Spin multiplicity**: 5

Each line ends with the Löwdin charge.
Element x y z (Å)
Ir: 1.385 0.501 -0.652  0.933
Te: 0.644 1.763 -3.007  1.373
S: 4.950 3.873 -0.281  1.109
S: 1.204 1.661 4.274  1.117
P: 1.880 -1.811 -0.767  0.924
O: 5.994 8.324 4.237  0.081
O: 0.530 2.596 -0.033  -0.165
O: -0.532 0.765 0.358  -0.173
O: 5.640 7.334 6.148  0.110
N: 5.965 7.402 5.017  -0.190
N: -2.615 0.869 2.123  0.097
N: 3.432 1.782 -0.240  -0.009
N: 2.137 0.634 2.129  0.071
C: -5.536 -2.869 1.218  -0.060
C: -1.781 4.920 2.457  -0.077
C: 3.971 3.694 1.060  -0.351
C: 3.482 -3.937 -1.667  -0.083
C: 0.270 -2.780 -0.846  -0.518
C: 2.461 1.980 2.111  -0.348
C: 1.947 2.657 3.130  -0.370
C: -6.186 0.859 0.947  -0.062
C: 2.840 -2.636 -2.158  -0.527
C: -5.349 -1.408 1.275  -0.268
C: -3.169 -1.308 -5.074  -0.059
C: -1.826 -0.961 -5.177  -0.052
C: 4.646 1.967 -2.381  -0.070
C: -3.463 0.367 -3.395  -0.043
C: -0.709 -1.933 -1.742  -0.117
C: 2.633 -2.381 0.842  -0.534
C: 0.129 0.449 -4.586  -0.418
C: 0.294 -4.208 -1.299  -0.118
C: -1.187 2.790 1.562  -0.087
C: -4.997 1.395 1.428  -0.013
C: -3.943 -0.653 -4.137  -0.092
C: 3.302 2.488 0.994  -0.281
C: -0.974 4.148 1.658  -0.037
C: -0.368 1.997 0.620  -0.621
C: -1.482 1.963 -2.750  -0.316
C: -3.983 0.475 1.769  -0.140
C: -4.175 -0.912 1.811  -0.154
C: -1.311 0.015 -4.369  -0.338
C: 4.263 2.413 -0.992  -0.603
C: 1.466 0.314 3.183  -0.599
C: 0.702 -0.918 3.487  -0.073
C: -2.974 2.976 3.096  -0.043
C: 3.779 -1.667 -2.787  -0.134
C: -2.129 0.697 -3.488  -0.232
C: -2.772 4.324 3.249  -0.042
C: 4.042 -1.828 0.909  -0.130
C: -2.232 2.140 2.264  -0.237
C: -6.333 -0.537 0.812  -0.033
C: -3.159 -1.881 2.458  -0.012
C: 2.591 -3.819 1.424  -0.093
H: -3.323 4.871 3.999  0.112
H: -4.822 2.448 1.555  0.101
H: 4.807 0.885 -2.334  0.057
H: -0.130 -1.094 2.807  0.073
H: -6.455 -3.146 0.688  0.081
H: -2.611 -2.358 1.664  0.070
H: -3.730 2.493 3.702  0.127
H: -1.652 -2.498 -1.739  0.092
H: -4.777 -3.476 0.698  0.091
H: -0.090 -2.660 0.242  0.124
H: -0.824 -0.930 -1.252  0.036
H: -1.107 -1.379 -5.908  0.132
H: -1.562 5.957 2.410  0.094
H: 4.305 -1.632 1.936  0.080
H: 4.105 -0.874 0.327  0.051
H: 3.954 4.296 1.894  0.060
H: -3.660 -2.018 -5.803  0.132
H: -6.916 1.504 0.572  0.084
H: 3.186 -0.877 -3.269  0.056
H: 2.001 -2.848 -2.816  0.089
H: -3.652 -2.606 3.132  0.097
H: 1.365 -1.779 3.375  0.067
H: 5.606 2.389 -2.685  0.077
H: -4.952 -0.969 -4.062  0.102
H: 2.717 -3.854 2.516  0.085
H: -7.216 -0.959 0.337  0.110
H: 3.448 -4.611 -2.510  0.090
H: -0.734 -4.672 -1.182  0.116
H: 2.942 -4.427 -0.874  0.031
H: -0.143 4.628 1.073  0.144
H: 1.622 -4.345 1.185  0.086
H: 3.996 2.266 -3.227  0.076
H: 0.711 -4.321 -2.266  0.061
H: -2.428 -1.323 2.945  0.022
H: 3.414 -4.369 1.052  0.048
H: -1.628 1.994 -1.705  0.012
H: -5.640 -3.216 2.259  0.094
H: 0.862 -0.374 -4.482  0.046
H: 1.998 -1.826 1.585  0.049
H: -1.946 0.467 1.456  0.103
H: -1.845 2.878 -3.220  0.068
H: 4.514 -3.712 -1.363  0.093
H: 4.440 -1.147 -2.064  0.067
H: 4.832 -2.431 0.534  0.061
H: -0.277 -1.782 -2.731  0.058
H: 0.983 -4.877 -0.787  0.056
H: 0.294 0.890 -5.546  0.055
H: -4.093 0.854 -2.666  0.123
H: 1.957 3.693 3.333  0.076
H: 0.456 -0.971 4.559  0.090
H: 4.304 -2.236 -3.568  0.098

---

3.
Computed, not measured: a molecular structure, C40H52As3Cl2N8OSTl, with the ωB97M-V functional and the def2-TZVPD basis.

Summary:
**LUMO energy**: 0.2493 eV
**Charge**: 0
**Energy above the lowest of the compared OMol25 structures with the same formula, charge and spin**: 0.000 eV
**Molecular weight**: 1193.03 g/mol
**Calculated total energy**: -10267.13746 Eh
**Highest occupied orbital energy**: -6.791 eV

Each line ends with the Löwdin charge.
Element x y z (Å)
Tl: 0.510 0.983 -0.168  0.436
As: 2.790 3.406 0.549  1.052
As: 1.984 0.863 3.132  1.028
As: 6.819 2.153 1.269  1.108
Cl: -2.218 3.816 4.879  0.502
Cl: -0.388 3.605 2.592  0.512
S: 2.999 -0.046 -1.334  0.398
O: -7.920 -9.806 -1.137  -0.078
N: 2.526 1.960 -3.193  -0.045
N: -2.649 0.099 0.393  0.098
N: -4.139 -4.591 -2.047  0.180
N: 1.348 2.228 -2.558  -0.017
N: -1.400 -0.489 -1.956  0.077
N: -5.104 -4.139 -0.100  0.188
N: 4.466 0.847 -3.309  0.049
N: -0.963 3.041 -1.281  0.038
C: -1.646 4.196 -3.242  -0.017
C: -3.133 4.028 -1.381  -0.058
C: -3.201 0.358 1.559  -0.138
C: -2.006 -2.754 -3.445  -0.008
C: 4.192 3.553 -0.804  -0.327
C: 3.835 3.842 2.175  -0.353
C: -2.989 -1.043 -0.232  -0.143
C: -7.347 -7.774 -0.145  0.009
C: 0.610 3.111 -3.136  -0.293
C: -1.553 4.618 3.446  -1.004
C: 2.095 5.221 0.275  -0.322
C: 3.376 2.027 3.910  -0.374
C: -4.133 -0.479 2.185  -0.046
C: -7.790 -10.736 -2.196  -0.082
C: 6.897 0.555 0.131  -0.335
C: 1.151 0.453 4.860  -0.333
C: 3.268 1.008 -2.668  -0.941
C: -4.504 -1.637 1.549  -0.001
C: 0.977 3.809 -4.415  -0.045
C: -2.141 3.306 -0.737  -0.157
C: -5.622 -7.154 -2.213  -0.027
C: -0.703 3.456 -2.523  -0.229
C: 8.074 1.493 2.632  -0.349
C: -1.060 -1.862 -3.884  -0.040
C: -4.236 -3.127 -0.434  -0.172
C: -5.022 -5.001 -1.084  -0.266
C: -3.928 -1.938 0.309  -0.081
C: -6.642 -6.593 -0.122  -0.014
C: 4.439 2.691 3.019  -0.690
C: -3.627 -3.382 -1.635  -0.131
C: -5.764 -6.264 -1.160  -0.157
C: -0.780 -0.744 -3.091  -0.127
C: 2.985 -0.819 2.968  -0.324
C: -2.869 4.483 -2.661  -0.062
C: 5.130 1.627 2.159  -0.389
C: -2.657 -2.516 -2.228  -0.078
C: 5.458 3.323 3.980  -0.094
C: -6.326 -8.352 -2.250  -0.016
C: -7.190 -8.665 -1.209  -0.282
C: -2.331 -1.347 -1.513  -0.141
H: 3.505 -0.863 2.012  0.003
H: 5.934 2.561 4.602  0.082
H: 1.641 5.265 -0.716  0.013
H: 3.880 1.425 4.675  0.075
H: -0.006 -0.041 -3.385  0.097
H: -0.525 -2.015 -4.811  0.107
H: 2.009 3.600 -4.671  0.057
H: -2.295 2.908 0.261  0.070
H: -5.224 -2.321 1.978  0.116
H: 7.760 0.521 3.016  0.022
H: -4.955 -6.939 -3.040  0.104
H: 3.699 -0.936 3.785  0.025
H: -1.433 4.533 -4.245  0.100
H: 9.058 1.394 2.173  0.013
H: -4.542 -0.209 3.149  0.104
H: -2.240 -3.635 -4.030  0.110
H: -3.912 -5.086 -2.890  0.143
H: -8.448 -11.565 -1.952  0.093
H: 6.239 3.861 3.436  0.059
H: 4.631 4.516 1.844  0.066
H: 0.407 -0.331 4.717  0.017
H: -6.188 -9.021 -3.087  0.102
H: 4.892 4.347 -0.545  0.023
H: 1.332 5.442 1.020  -0.014
H: 0.647 1.342 5.238  0.008
H: -3.610 5.049 -3.211  0.107
H: 3.167 4.433 2.810  0.071
H: -8.028 -8.037 0.652  0.122
H: 7.847 0.537 -0.404  0.015
H: -1.058 5.527 3.767  0.027
H: 4.573 1.320 -4.191  0.089
H: 4.969 -0.006 -3.144  0.064
H: -2.376 4.838 2.775  0.022
H: 4.464 1.279 1.359  0.030
H: 4.714 2.606 -0.923  -0.022
H: 6.079 0.579 -0.590  -0.021
H: 6.803 -0.348 0.735  0.027
H: -6.758 -5.900 0.700  0.113
H: 3.702 3.775 -1.751  0.013
H: 0.342 3.470 -5.238  0.084
H: 1.893 0.119 5.586  0.024
H: 4.963 4.038 4.641  0.086
H: 0.837 4.888 -4.321  0.081
H: 2.823 2.812 4.438  0.073
H: 2.261 -1.634 3.008  0.021
H: -6.763 -11.102 -2.276  0.095
H: -4.080 4.215 -0.893  0.102
H: 5.362 0.749 2.770  0.070
H: 2.897 5.958 0.338  0.027
H: 8.148 2.202 3.454  0.003
H: -8.096 -10.297 -3.148  0.095
H: -2.890 1.279 2.043  0.095

---

4.
Computed, not measured: a molecular structure, C40H52BN8O2SeV at a distorted geometry, with the ωB97M-V functional and the def2-TZVPD basis.

Summary:
**LUMO energy (alpha / beta)**: 0.2201 / 0.5075 eV
**Charge**: 0
**⟨S²⟩**: 2.008
**Energy above the lowest of the compared OMol25 structures with the same formula, charge and spin**: 1.862 eV
**Molecular weight**: 817.63 g/mol
**Calculated total energy**: -5514.42052 Eh
**Highest occupied orbital energy (alpha / beta)**: -7.484 / -7.757 eV
**Spin multiplicity**: 3

Each line ends with the Löwdin charge.
Element x y z (Å)
Se: -2.310 -1.777 0.393  1.201
V: 0.224 -0.096 -0.178  0.999
O: -1.241 0.809 -0.846  -0.245
O: 0.283 -1.648 -0.812  -0.291
N: 2.982 2.256 3.050  -0.007
N: 0.909 0.771 2.603  0.036
N: -0.176 0.680 1.790  -0.029
N: 2.648 -0.440 0.449  0.036
N: 1.704 2.335 0.831  0.041
N: 3.106 1.834 4.327  0.070
N: 3.115 0.403 1.392  0.007
N: 1.320 1.697 -0.294  -0.046
C: -2.014 3.569 -1.250  -0.052
C: 4.589 3.484 3.948  -0.064
C: -1.588 -3.047 -0.842  -0.389
C: 4.053 2.572 4.874  -0.151
C: 1.886 3.640 0.562  -0.063
C: 1.812 -3.660 -2.475  -0.525
C: 3.714 -0.911 -0.185  -0.134
C: -2.614 -6.164 -2.741  -0.556
C: -7.326 0.133 -2.928  -0.044
C: -3.106 -0.650 -0.950  -0.380
C: 4.894 -0.392 0.360  -0.039
C: 3.885 3.242 2.797  -0.119
C: -4.403 0.971 -2.665  0.003
C: -1.216 0.395 2.568  -0.162
C: 0.327 -3.730 -2.122  -0.082
C: -6.133 -0.768 -3.282  -0.556
C: -4.372 3.728 -1.919  -0.052
C: -3.050 2.992 -2.205  -0.536
C: -0.456 -4.787 -2.579  0.033
C: 1.309 2.592 -1.273  -0.124
C: 1.659 3.851 -0.782  -0.035
C: -2.487 0.585 -1.253  -0.300
C: 0.546 0.509 3.874  -0.044
C: -3.146 -7.008 -1.570  -0.046
C: -2.325 -4.123 -1.285  -0.059
C: -4.903 -0.316 -2.501  -0.172
C: -0.814 0.271 3.896  -0.032
C: -5.843 -0.678 -4.788  -0.044
C: 2.239 -4.777 -3.430  -0.069
C: 4.463 0.447 1.360  -0.057
C: -1.809 -7.088 -3.659  -0.065
C: 2.588 -3.859 -1.161  -0.042
C: -3.279 1.483 -2.027  -0.076
C: -6.513 -2.216 -2.959  -0.063
C: -2.619 3.282 -3.650  -0.038
C: 2.148 -2.326 -3.161  -0.038
C: -4.267 -1.099 -1.555  -0.066
C: -3.805 -5.604 -3.532  -0.043
C: -1.775 -5.009 -2.205  -0.161
C: -0.275 -2.786 -1.265  -0.284
B: 2.176 1.448 2.035  -0.616
H: -5.635 0.347 -5.096  0.077
H: 5.365 4.213 4.104  0.092
H: -0.959 -7.521 -3.128  0.089
H: -3.331 -4.251 -0.908  0.104
H: 1.869 -1.471 -2.553  0.060
H: -3.712 -7.859 -1.953  0.084
H: -4.427 -6.425 -3.895  0.086
H: -1.692 2.757 -3.891  0.087
H: 1.278 0.534 4.658  0.102
H: 2.328 -4.830 -0.732  0.096
H: 3.219 -2.272 -3.373  0.088
H: 4.322 2.420 5.907  0.101
H: -5.691 -2.895 -3.193  0.071
H: -1.060 3.095 -1.403  0.037
H: -8.229 -0.216 -3.436  0.084
H: -6.706 -1.038 -5.353  0.083
H: -3.385 2.955 -4.354  0.077
H: -1.428 0.044 4.748  0.099
H: -4.979 -1.295 -5.043  0.090
H: 1.701 -4.727 -4.378  0.090
H: -2.207 0.331 2.155  0.085
H: -3.804 -6.430 -0.922  0.076
H: 5.025 1.067 2.038  0.118
H: -7.503 0.114 -1.851  0.091
H: -3.464 -5.023 -4.391  0.092
H: -4.952 1.636 -3.320  0.101
H: -2.454 4.353 -3.794  0.085
H: -4.642 -2.075 -1.277  0.089
H: -4.192 4.805 -1.893  0.084
H: 3.998 3.670 1.816  0.111
H: -2.449 -7.904 -3.995  0.085
H: -1.901 4.642 -1.428  0.089
H: -2.307 3.415 -0.210  0.100
H: -2.318 -7.385 -0.966  0.092
H: -1.445 -6.559 -4.542  0.087
H: -7.376 -2.506 -3.561  0.085
H: -7.148 1.167 -3.225  0.075
H: 3.666 -3.850 -1.339  0.089
H: 5.909 -0.599 0.067  0.094
H: 1.062 2.301 -2.281  0.125
H: 1.724 4.779 -1.322  0.101
H: 2.085 -5.763 -2.986  0.087
H: 0.003 -5.492 -3.255  0.084
H: 3.305 -4.673 -3.641  0.088
H: -5.126 3.534 -2.684  0.071
H: -6.781 -2.328 -1.907  0.088
H: 3.615 -1.606 -0.997  0.072
H: 2.133 4.347 1.334  0.119
H: 2.344 -3.092 -0.431  0.060
H: 1.615 -2.255 -4.111  0.093
H: -4.423 -4.957 -2.908  0.065
H: -4.780 3.422 -0.955  0.094